Record 1
{
  "formula": "H12O6",
  "method": "wB97M-V/def2-TZVPD",
  "smiles": "O.O.O.O.O.O",
  "homo_lumo_gap_ev": 10.904,
  "homo_energy_ev": -10.72,
  "e_above_lowest_kcal_mol": 61.3,
  "total_charge": 0,
  "spin_multiplicity": 1,
  "symbols": ["H", "H", "H", "H", "H", "H", "H", "H", "H", "H", "H", "H", "O", "O", "O", "O", "O", "O"],
  "positions_angstrom": [[-0.49, -1.59, 0.75], [-0.70, -0.16, 0.74], [-0.68, -1.98, 3.01], [0.73, -1.43, 3.04], [-3.56, 3.06, -0.50], [-4.47, 2.46, 0.51], [0.31, 0.91, -3.82], [1.26, -0.20, -3.51], [2.61, -3.69, 1.42], [2.22, -3.36, 2.94], [1.11, 2.14, -2.05], [1.42, 3.56, -2.18], [-0.04, -0.75, 0.36], [0.17, -1.99, 2.57], [-4.26, 3.29, 0.16], [1.25, 0.62, -3.99], [2.03, -3.88, 2.11], [1.08, 2.99, -1.56]],
  "lowdin_charge": [0.0673, 0.0076, 0.0669, 0.0121, 0.0634, -0.0081, 0.0672, 0.0265, -0.0030, 0.0568, 0.0304, -0.0200, -0.1131, -0.0350, -0.0555, -0.0676, -0.0572, -0.0386]
}

---

Record 2
{
  "formula": "H12O6",
  "method": "wB97M-V/def2-TZVPD",
  "smiles": "O.O.O.O.O.O",
  "homo_lumo_gap_ev": 11.662,
  "homo_energy_ev": -11.53,
  "e_above_lowest_kcal_mol": 41.9,
  "total_charge": 0,
  "spin_multiplicity": 1,
  "symbols": ["H", "H", "H", "H", "H", "H", "H", "H", "H", "H", "H", "H", "O", "O", "O", "O", "O", "O"],
  "positions_angstrom": [[0.36, 0.42, -0.60], [-0.42, 0.30, 0.70], [3.79, -2.61, -1.92], [2.53, -1.76, -1.86], [1.20, 4.72, 0.59], [2.23, 3.76, 0.02], [-3.58, 2.67, -1.06], [-4.53, 2.26, 0.05], [-4.09, -3.46, 0.00], [-3.53, -2.05, 0.16], [2.82, -1.69, 2.46], [2.31, -2.79, 1.54], [0.39, 0.00, 0.27], [3.33, -1.91, -2.39], [2.09, 4.69, 0.22], [-3.61, 2.18, -0.23], [-4.24, -2.55, -0.27], [2.15, -2.39, 2.40]],
  "lowdin_charge": [0.0310, 0.0335, 0.0323, 0.0242, 0.0317, 0.0288, 0.0326, 0.0349, 0.0333, 0.0293, 0.0343, 0.0255, -0.0627, -0.0580, -0.0609, -0.0653, -0.0632, -0.0614]
}

---

Record 3
{
  "formula": "H12O6",
  "method": "wB97M-V/def2-TZVPD",
  "smiles": "O.O.O.O.O.O",
  "homo_lumo_gap_ev": 10.478,
  "homo_energy_ev": -10.80,
  "e_above_lowest_kcal_mol": 32.2,
  "total_charge": 0,
  "spin_multiplicity": 1,
  "symbols": ["O", "H", "H", "O", "H", "H", "O", "H", "H", "O", "H", "H", "O", "H", "H", "O", "H", "H"],
  "positions_angstrom": [[-1.74, 23.55, 5.17], [-2.00, 22.96, 5.88], [-0.79, 23.59, 5.23], [0.75, 21.11, 3.02], [1.46, 21.61, 2.61], [0.88, 21.23, 3.96], [-4.82, 20.65, 2.97], [-5.08, 20.25, 2.14], [-3.88, 20.81, 2.88], [-2.49, 24.91, 2.90], [-3.39, 24.60, 2.74], [-2.28, 24.59, 3.78], [1.90, 19.32, 1.10], [1.31, 19.32, 0.35], [1.61, 20.04, 1.64], [-1.95, 21.16, 2.48], [-1.12, 20.76, 2.23], [-1.71, 21.93, 3.00]],
  "lowdin_charge": [-0.0284, 0.0633, 0.0539, -0.0312, 0.0638, 0.0666, -0.0651, 0.0269, -0.0255, -0.0625, 0.0326, -0.0336, -0.0475, 0.0344, -0.0294, -0.0467, 0.0141, 0.0142]
}

---

Record 4
{
  "formula": "H12O6",
  "method": "wB97M-V/def2-TZVPD",
  "smiles": "O.O.O.O.O.O",
  "homo_lumo_gap_ev": 10.496,
  "homo_energy_ev": -10.61,
  "e_above_lowest_kcal_mol": 37.2,
  "total_charge": 0,
  "spin_multiplicity": 1,
  "symbols": ["O", "H", "H", "O", "H", "H", "O", "H", "H", "O", "H", "H", "O", "H", "H", "O", "H", "H"],
  "positions_angstrom": [[-0.80, -1.09, 2.83], [-0.61, -0.74, 1.94], [-1.73, -0.88, 2.88], [0.03, 0.25, 0.52], [0.85, 0.37, 0.11], [-0.60, 0.76, 0.00], [2.60, 0.13, -0.79], [3.37, 0.04, -1.41], [2.28, -0.77, -0.91], [3.67, -0.72, 1.50], [4.31, -1.13, 0.94], [3.17, -0.19, 0.87], [-4.22, 0.75, -0.98], [-4.31, 0.64, -0.03], [-3.26, 0.79, -1.03], [-1.51, 0.84, -1.86], [-1.53, -0.13, -1.79], [-1.71, 1.05, -2.78]],
  "lowdin_charge": [-0.0651, -0.0225, 0.0116, -0.0103, -0.0151, 0.0216, -0.0554, 0.1016, 0.0650, -0.0571, 0.0121, -0.0237, -0.0574, 0.0332, -0.0307, -0.0487, 0.0742, 0.0668]
}

---

Record 5
{
  "formula": "H12O6Ti",
  "method": "wB97M-V/def2-TZVPD",
  "homo_lumo_gap_ev": [5.149, 11.799],
  "homo_energy_ev": [-8.22, -15.39],
  "e_above_lowest_kcal_mol": 17.5,
  "total_charge": 1,
  "spin_multiplicity": 4,
  "symbols": ["Ti", "O", "H", "H", "O", "H", "H", "O", "H", "H", "O", "H", "H", "O", "H", "H", "O", "H", "H"],
  "positions_angstrom": [[5.43, -3.00, -23.11], [7.09, -4.98, -24.64], [6.49, -4.60, -25.30], [7.98, -4.79, -24.98], [3.74, -2.38, -21.61], [3.70, -1.73, -20.90], [2.87, -2.82, -21.60], [7.03, -1.53, -24.28], [7.83, -1.75, -24.78], [6.84, -0.61, -24.51], [4.08, -2.51, -24.94], [3.21, -2.92, -25.11], [4.69, -2.95, -25.55], [7.23, -2.44, -21.59], [8.14, -2.60, -21.87], [7.09, -1.49, -21.73], [4.09, -4.97, -22.89], [3.32, -4.83, -22.33], [3.90, -5.77, -23.40]],
  "lowdin_charge": [0.7215, -0.0614, 0.0168, 0.0548, -0.0822, 0.0853, 0.0675, -0.0790, 0.0774, 0.0830, -0.0990, 0.0793, 0.0430, -0.0902, 0.0694, 0.0468, -0.0753, 0.0570, 0.0852]
}

---

Record 6
{
  "formula": "H12O6Zn",
  "method": "wB97M-V/def2-TZVPD",
  "homo_lumo_gap_ev": 13.256,
  "homo_energy_ev": -20.56,
  "e_above_lowest_kcal_mol": 20.7,
  "total_charge": 2,
  "spin_multiplicity": 1,
  "symbols": ["Zn", "O", "H", "H", "O", "H", "H", "O", "H", "H", "O", "H", "H", "O", "H", "H", "O", "H", "H"],
  "positions_angstrom": [[-16.17, -17.96, 29.67], [-16.08, -19.18, 28.02], [-15.68, -19.23, 27.15], [-16.62, -19.96, 27.98], [-14.47, -16.81, 29.50], [-13.73, -16.86, 28.96], [-14.17, -16.10, 30.05], [-16.77, -16.84, 31.44], [-17.63, -16.42, 31.33], [-16.21, -16.13, 31.69], [-16.94, -16.57, 28.32], [-16.30, -15.94, 27.99], [-17.73, -16.08, 28.48], [-18.03, -18.83, 29.75], [-18.38, -19.02, 28.90], [-18.75, -18.62, 30.33], [-15.24, -19.29, 30.90], [-14.92, -20.16, 30.68], [-14.60, -18.87, 31.46]],
  "lowdin_charge": [0.6812, 0.0183, 0.1193, 0.0887, 0.0525, 0.0755, 0.1055, 0.0276, 0.0998, 0.0804, 0.0124, 0.0919, 0.0918, 0.0335, 0.0838, 0.1035, 0.0355, 0.1094, 0.0894]
}

---

Record 7
{
  "formula": "H13NO5",
  "method": "wB97M-V/def2-TZVPD",
  "homo_lumo_gap_ev": [2.339, 9.423],
  "homo_energy_ev": [0.79, -6.41],
  "e_above_lowest_kcal_mol": 24.0,
  "total_charge": -1,
  "spin_multiplicity": 2,
  "symbols": ["N", "H", "H", "H", "H", "H", "O", "H", "H", "O", "H", "H", "O", "H", "H", "O", "H", "H", "O"],
  "positions_angstrom": [[-0.38, 3.09, -1.56], [-0.74, 3.00, -2.50], [-0.81, 2.38, -0.96], [-0.48, 3.98, -1.09], [0.02, -0.23, 1.35], [0.19, -0.15, 2.83], [-0.51, -0.35, 2.17], [1.90, 1.31, -0.95], [1.05, 1.87, -2.11], [1.64, 1.15, -1.85], [-1.05, 0.44, -2.91], [-1.40, -0.47, -4.01], [-0.76, -0.41, -3.29], [-2.47, -3.39, 3.73], [-1.67, -2.30, 2.92], [-2.14, -2.50, 3.73], [2.16, -2.57, 2.20], [3.08, -2.69, 0.97], [2.38, -2.17, 1.35]],
  "lowdin_charge": [-0.1310, -0.0437, -0.0339, -0.0236, 0.0203, 0.0150, -0.1624, -0.0225, -0.0541, -0.1496, -0.0344, -0.0119, -0.1908, 0.0090, -0.0043, -0.0991, 0.0188, 0.0025, -0.1042]
}

---

Record 8
{
  "formula": "H13O7",
  "method": "wB97M-V/def2-TZVPD",
  "homo_lumo_gap_ev": 10.026,
  "homo_energy_ev": -6.30,
  "e_above_lowest_kcal_mol": 31.3,
  "total_charge": -1,
  "spin_multiplicity": 1,
  "symbols": ["O", "H", "O", "H", "H", "O", "H", "H", "O", "H", "H", "O", "H", "H", "O", "H", "H", "O", "H", "H"],
  "positions_angstrom": [[-1.40, 1.42, -0.45], [-1.90, 2.18, -0.39], [-0.93, 0.12, -2.62], [-0.31, -0.38, -2.16], [-1.39, 0.63, -1.80], [-2.24, -0.30, 1.07], [-2.18, -1.05, 0.63], [-1.91, 0.42, 0.38], [1.03, 1.71, 0.34], [-0.07, 1.78, -0.12], [0.85, 1.32, 1.11], [0.11, -0.66, 2.45], [0.55, -1.33, 1.97], [-0.84, -0.48, 1.99], [1.70, -0.17, -1.18], [1.93, 0.13, -2.06], [1.86, 0.68, -0.64], [1.68, -2.19, 0.44], [2.29, -1.73, 1.03], [1.58, -1.58, -0.27]],
  "lowdin_charge": [-0.2447, -0.0130, -0.1576, -0.0640, 0.0299, -0.0763, -0.0522, -0.0201, -0.1737, 0.0979, -0.0866, -0.1349, -0.0582, 0.0524, -0.1168, 0.0464, 0.0485, -0.0706, 0.0398, -0.0460]
}

---

Record 9
{
  "formula": "H13O7Y",
  "method": "wB97M-V/def2-TZVPD",
  "homo_lumo_gap_ev": [6.538, 9.128],
  "homo_energy_ev": [-11.14, -14.09],
  "total_charge": 1,
  "spin_multiplicity": 2,
  "symbols": ["Y", "O", "H", "O", "H", "H", "O", "H", "H", "O", "H", "H", "O", "H", "H", "O", "H", "H", "O", "H", "H"],
  "positions_angstrom": [[0.65, 1.92, 2.13], [0.20, 0.86, 0.11], [0.67, 0.03, -0.12], [0.77, -1.26, 1.96], [0.20, -1.97, 2.27], [0.98, -1.49, 1.06], [0.14, -0.47, -2.34], [0.04, 0.17, -3.05], [-0.01, 0.03, -1.54], [-1.32, 0.76, 2.68], [-1.77, 0.04, 2.23], [-1.85, 0.91, 3.47], [0.87, 2.63, -1.86], [0.42, 2.44, -2.68], [0.56, 1.96, -1.25], [1.75, -1.92, -0.64], [2.26, -2.60, -1.08], [1.42, -1.37, -1.35], [-2.11, -0.50, 0.25], [-2.63, -0.01, -0.38], [-1.22, -0.19, 0.12]],
  "lowdin_charge": [1.6364, -0.4869, -0.0226, -0.0870, 0.0627, -0.0155, -0.0245, 0.0630, -0.0266, -0.1507, 0.0514, 0.0905, -0.0650, 0.0294, -0.0629, -0.0330, 0.0716, -0.0005, -0.0461, 0.0609, -0.0444]
}

---

Record 10
{
  "formula": "H14LiO7",
  "method": "wB97M-V/def2-TZVPD",
  "homo_lumo_gap_ev": 10.085,
  "homo_energy_ev": -13.52,
  "e_above_lowest_kcal_mol": 44.5,
  "total_charge": 1,
  "spin_multiplicity": 1,
  "symbols": ["Li", "O", "H", "H", "O", "H", "H", "O", "H", "H", "O", "H", "H", "O", "H", "H", "O", "H", "H", "O", "H", "H"],
  "positions_angstrom": [[-36.31, 26.10, 45.08], [-37.93, 27.47, 44.37], [-38.48, 27.13, 43.66], [-38.45, 27.54, 45.22], [-37.01, 24.70, 43.64], [-36.87, 24.07, 42.89], [-37.99, 24.56, 43.89], [-34.55, 26.71, 44.05], [-34.65, 27.03, 43.09], [-33.84, 27.34, 44.43], [-38.32, 25.12, 46.44], [-37.70, 24.36, 46.28], [-39.17, 24.73, 46.35], [-35.31, 24.47, 46.10], [-35.45, 23.56, 45.94], [-34.88, 24.55, 46.85], [-38.32, 26.99, 47.74], [-38.05, 26.42, 46.97], [-38.71, 26.36, 48.53], [-35.68, 27.58, 46.48], [-34.86, 27.38, 47.08], [-35.93, 28.50, 46.77]],
  "lowdin_charge": [0.7043, -0.0813, 0.0480, 0.0745, -0.1231, 0.0926, 0.0907, -0.1571, 0.0982, 0.1055, -0.0390, 0.0840, 0.0826, 0.0192, 0.0591, -0.0119, -0.1772, -0.0796, 0.1349, -0.1452, 0.1252, 0.0956]
}